(1)
Formula: C5H14N4
Source: the Open Molecules 2025 dataset
Level of theory: ωB97M-V/def2-TZVPD

Properties
Spin multiplicity   1
Total charge   0
HOMO energy   -0.2858 Eh
Energy relative to the best compared isomer or geometry (same formula, charge and spin)   225.3 kJ/mol

CARTESIAN COORDINATES (ANGSTROEM)
N1 -1.590 0.078 1.659
N2 -1.099 0.032 -1.832
N3 -2.520 1.377 -0.114
N4 -0.913 -0.328 -0.470
C1 1.041 -0.136 1.620
C2 1.327 -1.782 -0.258
C3 -1.701 0.359 0.362
C4 1.654 0.714 -0.653
C5 1.096 -0.377 0.221
H1 0.754 -2.492 0.337
H2 1.054 -1.907 -1.307
H3 1.282 -0.983 2.258
H4 -0.271 -0.035 1.839
H5 -2.045 0.772 2.246
H6 2.741 0.741 -0.519
H7 1.458 0.808 1.964
H8 -2.748 1.268 -1.095
H9 1.471 0.544 -1.714
H10 -0.537 0.844 -2.087
H11 -3.319 1.582 0.466
H12 2.392 -2.023 -0.155
H13 -0.791 -0.748 -2.396
H14 1.263 1.693 -0.371

(2)
Formula: C5H14N4
Source: the Open Molecules 2025 dataset
Level of theory: ωB97M-V/def2-TZVPD

Properties
Spin multiplicity   1
Total charge   0
HOMO energy (spin up / spin down)   -0.2643 / -0.2863 Eh
Energy relative to the best compared isomer or geometry (same formula, charge and spin)   521.1 kJ/mol

CARTESIAN COORDINATES (ANGSTROEM)
N1 -0.161 1.755 1.753
N2 1.259 -0.493 -0.494
N3 -1.064 1.694 -0.382
N4 0.859 -0.611 0.810
C1 -2.602 1.385 1.464
C2 -1.205 1.652 0.943
C3 2.522 -1.153 -0.814
C4 -0.210 -1.907 -1.687
C5 0.139 -0.560 -1.520
H1 -0.110 2.005 -0.579
H2 1.529 -1.137 1.359
H3 2.566 -2.196 -0.478
H4 -0.450 1.727 2.729
H5 0.602 0.335 1.256
H6 -0.668 0.231 -1.075
H7 -2.844 2.075 2.276
H8 -0.274 -2.382 -2.657
H9 3.320 -0.592 -0.320
H10 -3.340 1.499 0.673
H11 -2.661 0.370 1.866
H12 2.681 -1.125 -1.890
H13 0.479 -0.054 -2.424
H14 -0.365 -2.520 -0.809

(3)
Formula: C5H14N4
Source: the Open Molecules 2025 dataset
Level of theory: ωB97M-V/def2-TZVPD

Properties
Spin multiplicity   1
Total charge   0
HOMO energy   -0.3153 Eh
SMILES   [H]/N=C(/NC)[C@@H](C)N(C)N
Energy relative to the best compared isomer or geometry (same formula, charge and spin)   373.7 kJ/mol

CARTESIAN COORDINATES (ANGSTROEM)
N1 -0.324 -0.963 -1.186
N2 -0.055 1.868 1.372
N3 0.696 -0.493 -2.049
N4 -1.725 1.458 -0.553
C1 -0.419 -0.990 1.562
C2 0.026 -0.136 0.398
C3 -0.352 -2.407 -1.120
C4 -0.775 0.990 0.068
C5 1.137 2.590 0.983
H1 1.973 1.886 0.920
H2 -0.523 -2.832 -2.117
H3 1.382 3.334 1.746
H4 1.102 -0.006 0.265
H5 -0.818 2.483 1.637
H6 0.044 -1.975 1.509
H7 -2.097 0.824 -1.259
H8 0.352 -0.436 -3.003
H9 -1.501 -1.109 1.575
H10 -1.182 -2.730 -0.491
H11 1.046 3.107 0.016
H12 1.519 -1.100 -2.043
H13 -0.091 -0.523 2.489
H14 0.585 -2.840 -0.722

(4)
Formula: C5H14N4
Source: the Open Molecules 2025 dataset
Level of theory: ωB97M-V/def2-TZVPD

Properties
Spin multiplicity   1
Total charge   0
HOMO energy   -0.2485 Eh
Energy relative to the best compared isomer or geometry (same formula, charge and spin)   503.1 kJ/mol

CARTESIAN COORDINATES (ANGSTROEM)
N1 -1.252 0.470 0.326
N2 2.147 -1.578 0.018
N3 0.913 -1.525 0.685
N4 -1.491 1.400 1.353
C1 -0.080 0.575 -0.367
C2 2.954 -0.639 0.337
C3 0.968 1.411 0.064
C4 -2.331 -0.414 -0.073
C5 0.026 -0.097 -1.699
H1 3.865 -0.683 -0.264
H2 -2.667 -0.215 -1.094
H3 -3.182 -0.291 0.597
H4 0.481 -2.441 0.701
H5 1.082 -0.247 -1.931
H6 -0.462 0.518 -2.459
H7 2.155 0.591 0.461
H8 1.508 1.883 -0.749
H9 -1.649 0.894 2.219
H10 -1.996 -1.451 -0.019
H11 0.745 2.107 0.858
H12 -0.408 -1.093 -1.721
H13 0.996 -1.123 1.620
H14 -2.321 1.946 1.137

(5)
Formula: C5H14N4
Source: the Open Molecules 2025 dataset
Level of theory: ωB97M-V/def2-TZVPD

Properties
Spin multiplicity   1
Total charge   0
HOMO energy   -0.3087 Eh
SMILES   [H]/N=C(/N)N(C)C(C)(C)N
Energy relative to the best compared isomer or geometry (same formula, charge and spin)   15.7 kJ/mol

CARTESIAN COORDINATES (ANGSTROEM)
N1 -1.689 -1.987 0.080
N2 0.155 -0.579 0.383
N3 -1.756 -0.553 1.836
N4 -0.915 1.054 -1.084
C1 0.324 1.837 0.856
C2 1.494 0.928 -1.140
C3 1.097 -1.619 -0.023
C4 -1.164 -0.946 0.765
C5 0.256 0.754 -0.237
H1 1.531 1.936 -1.572
H2 -0.604 1.907 1.431
H3 -1.001 0.342 -1.802
H4 -1.171 0.150 2.291
H5 -1.913 -1.809 -0.888
H6 1.137 1.626 1.559
H7 0.497 2.832 0.425
H8 1.500 0.218 -1.974
H9 2.420 0.787 -0.572
H10 0.918 -2.540 0.545
H11 2.130 -1.320 0.183
H12 -1.749 1.204 -0.518
H13 1.012 -1.858 -1.090
H14 -2.509 -2.363 0.547

(6)
Formula: C5H14N4O
Source: the Open Molecules 2025 dataset
Level of theory: ωB97M-V/def2-TZVPD

Properties
Spin multiplicity   1
Total charge   0
HOMO energy   -0.2328 Eh
SMILES   CC(N)=C(N)N.C=NOC
Energy relative to the best compared isomer or geometry (same formula, charge and spin)   367.8 kJ/mol

CARTESIAN COORDINATES (ANGSTROEM)
O1 -0.235 0.455 1.679
N1 -0.066 -1.491 -1.947
N2 -0.567 1.215 -1.993
N3 1.167 1.655 -0.438
N4 -1.091 -0.512 0.821
C1 0.705 -0.624 -1.136
C2 0.499 0.719 -1.227
C3 -2.076 0.053 0.277
C4 -0.352 0.159 3.045
C5 1.856 -1.244 -0.405
H1 2.804 -0.979 -0.870
H2 1.920 -0.945 0.636
H3 -2.795 -0.586 -0.220
H4 -0.037 -2.437 -1.595
H5 1.491 1.220 0.433
H6 -0.607 0.811 -2.922
H7 -0.074 -0.882 3.239
H8 0.318 0.836 3.580
H9 1.761 -2.326 -0.381
H10 -2.209 1.131 0.195
H11 -0.579 2.226 -2.027
H12 -1.034 -1.196 -1.982
H13 -1.384 0.302 3.404
H14 0.586 2.440 -0.165

(7)
Formula: C5H14N4O
Source: the Open Molecules 2025 dataset
Level of theory: ωB97M-V/def2-TZVPD

Properties
Spin multiplicity   1
Total charge   0
HOMO energy   -0.3277 Eh
SMILES   [H]/N=N/C(C)=O.CC(C)(N)N
Energy relative to the best compared isomer or geometry (same formula, charge and spin)   218.2 kJ/mol

CARTESIAN COORDINATES (ANGSTROEM)
O1 -0.662 2.066 0.373
N1 0.471 2.961 -2.488
N2 0.488 -0.413 -0.433
N3 0.394 2.058 -1.660
N4 -1.004 -0.682 1.440
C1 0.549 -2.463 0.948
C2 -1.740 1.058 -1.551
C3 0.324 -0.945 0.935
C4 1.320 -0.234 1.849
C5 -0.627 1.785 -0.802
H1 2.343 -0.491 1.585
H2 1.552 -2.705 0.602
H3 1.319 2.838 -3.076
H4 0.422 -2.842 1.959
H5 -1.705 -1.086 0.828
H6 1.133 -0.523 2.878
H7 -1.351 0.414 -2.332
H8 0.154 -1.089 -1.113
H9 -2.334 0.488 -0.843
H10 -2.361 1.829 -2.007
H11 1.182 0.840 1.754
H12 -1.156 0.321 1.482
H13 -0.176 -2.959 0.302
H14 1.464 -0.225 -0.630

(8)
Formula: C5H14N4S
Source: the Open Molecules 2025 dataset
Level of theory: ωB97M-V/def2-TZVPD

Properties
Spin multiplicity   1
Total charge   +2
HOMO energy   -0.6476 Eh
SMILES   C/N=[N+](\C)N1[C@@H](S)[N+]1(C)C
Energy relative to the best compared isomer or geometry (same formula, charge and spin)   275.0 kJ/mol

CARTESIAN COORDINATES (ANGSTROEM)
S1 -1.769 -2.756 -0.179
N1 -0.120 -0.618 -1.250
N2 -0.578 -0.251 0.086
N3 1.187 0.707 1.111
N4 -0.052 0.482 1.118
C1 1.832 1.569 2.020
C2 -0.399 -1.628 -0.214
C3 1.216 -0.456 -1.749
C4 -1.095 -0.420 -2.339
C5 -1.117 1.004 2.064
H1 -2.659 -2.064 -0.979
H2 2.819 1.043 2.454
H3 -1.269 0.447 2.920
H4 1.977 -0.918 -1.146
H5 -0.645 -0.755 -3.308
H6 0.473 -2.156 0.180
H7 2.248 2.432 1.539
H8 -2.056 0.894 1.563
H9 1.286 -1.026 -2.658
H10 1.282 1.922 2.885
H11 -1.123 0.689 -2.389
H12 -2.152 -0.679 -2.062
H13 -0.750 2.046 2.254
H14 1.466 0.494 -1.921

(9)
Formula: C5H14N8
Source: the Open Molecules 2025 dataset
Level of theory: ωB97M-V/def2-TZVPD

Properties
Spin multiplicity   1
Total charge   +2
HOMO energy   -0.5951 Eh
SMILES   N[C@@]12CN([NH3+])C=N[C@]1(N)NC(=[NH2+])N2
Energy relative to the best compared isomer or geometry (same formula, charge and spin)   73.2 kJ/mol

CARTESIAN COORDINATES (ANGSTROEM)
N1 -3.325 -0.917 -0.513
N2 1.778 0.388 -0.964
N3 0.505 0.530 2.146
N4 -0.410 1.216 -1.350
N5 1.131 -1.072 0.559
N6 2.982 -1.542 -0.778
N7 0.884 2.366 0.206
N8 -1.995 -0.302 -0.452
C1 -1.291 -0.387 0.843
C2 0.610 1.122 -0.427
C3 0.251 0.068 0.855
C4 2.067 -0.726 -0.340
C5 -1.464 0.554 -1.377
H1 -3.607 -1.440 -1.430
H2 0.472 3.074 -0.337
H3 -2.181 0.528 -2.127
H4 -1.139 -1.475 1.026
H5 1.432 0.480 2.491
H6 -4.100 -0.332 -0.367
H7 2.784 -2.522 -0.796
H8 1.339 -1.555 1.483
H9 3.828 -1.174 -1.205
H10 2.340 0.580 -1.843
H11 -1.786 0.030 1.778
H12 -3.316 -1.685 0.353
H13 1.856 2.680 0.335
H14 0.354 1.514 2.229

(10)
Formula: C5H14NO
Source: the Open Molecules 2025 dataset
Level of theory: ωB97M-V/def2-TZVPD

Properties
Spin multiplicity   1
Total charge   +1
HOMO energy   -0.5690 Eh
Energy relative to the best compared isomer or geometry (same formula, charge and spin)   171.9 kJ/mol

CARTESIAN COORDINATES (ANGSTROEM)
O1 -1.737 -1.583 1.923
N1 -0.683 0.127 0.034
C1 1.158 0.986 1.493
C2 1.353 0.562 -1.035
C3 -1.037 -0.171 -1.425
C4 0.367 -0.230 -1.941
C5 0.911 0.070 0.297
H1 -2.681 -1.468 2.201
H2 1.234 -0.999 0.503
H3 0.607 0.717 2.332
H4 1.022 1.578 -1.116
H5 -1.627 0.677 -1.746
H6 -1.127 1.043 0.246
H7 0.138 0.273 -2.962
H8 0.817 2.059 1.391
H9 2.267 0.937 1.652
H10 -1.003 -0.698 0.751
H11 2.325 0.688 -1.416
H12 -1.641 -1.109 -1.495
H13 -1.227 -2.255 2.538
H14 0.565 -1.204 -2.225

(11)
Formula: C5H14NO
Source: the Open Molecules 2025 dataset
Level of theory: ωB97M-V/def2-TZVPD

Properties
Spin multiplicity   1
Total charge   +1
HOMO energy   -0.4716 Eh
Energy relative to the best compared isomer or geometry (same formula, charge and spin)   198.2 kJ/mol

CARTESIAN COORDINATES (ANGSTROEM)
O1 -3.883 -0.748 -0.436
N1 2.796 0.217 0.598
C1 -2.584 -0.237 -0.657
C2 -2.318 0.844 0.360
C3 1.382 0.356 0.185
C4 1.120 -0.401 -1.106
C5 3.226 -0.310 1.676
H1 0.175 -0.063 -1.527
H2 1.089 -1.474 -0.938
H3 -3.154 1.543 0.391
H4 -2.502 0.194 -1.668
H5 -1.412 1.395 0.086
H6 -2.203 0.443 1.362
H7 1.229 1.432 0.052
H8 3.491 0.541 -0.073
H9 1.877 -0.190 -1.863
H10 -1.838 -1.044 -0.595
H11 -4.057 -1.456 -1.063
H12 0.775 -0.011 1.004
H13 2.494 -0.704 2.370
H14 4.296 -0.326 1.841

(12)
Formula: C5H14NO
Source: the Open Molecules 2025 dataset
Level of theory: ωB97M-V/def2-TZVPD

Properties
Spin multiplicity   1
Total charge   +1
HOMO energy   -0.4310 Eh
Energy relative to the best compared isomer or geometry (same formula, charge and spin)   649.9 kJ/mol

CARTESIAN COORDINATES (ANGSTROEM)
O1 -0.838 -0.536 1.810
N1 1.303 -1.718 4.325
C1 -1.139 -0.033 -1.254
C2 -0.374 0.347 -2.667
C3 1.201 0.541 -2.657
C4 -0.405 0.731 0.984
C5 -1.091 1.117 -0.270
H1 -2.171 -0.196 -1.674
H2 0.640 -1.025 3.938
H3 1.666 1.297 -1.889
H4 -0.589 -0.801 -0.909
H5 1.683 0.910 -3.536
H6 -0.518 -0.293 -3.564
H7 0.601 0.226 0.750
H8 -1.834 -0.831 1.842
H9 -0.797 1.405 -2.859
H10 0.875 -2.588 4.161
H11 1.632 -0.428 -2.386
H12 -1.910 1.906 -0.234
H13 -0.207 1.481 1.721
H14 2.271 -1.511 4.368